[1]
Computed, not measured: a 2-piece molecular cluster, C6H14O2 overall, with the ωB97M-V functional and the def2-TZVPD basis.

E_HOMO = -9.021 eV

Structure (ORCA input):
```
! wB97M-V def2-TZVPD RIJCOSX def2/J DEFGRID3
* xyz 0 1
C -1.022 -1.300 -0.785
O -2.321 -1.204 -1.289
C -0.900 -0.877 0.776
C -0.193 0.551 0.910
C 1.270 0.308 0.848
C 1.649 0.294 -0.423
C 2.232 -0.036 1.923
H -0.821 -2.400 -0.791
H -0.176 -1.027 -1.469
H -2.493 -0.182 -1.422
H -0.261 -1.598 1.264
H -1.925 -0.797 1.061
H -0.682 0.920 1.901
H -0.654 1.306 0.150
H 0.790 0.481 -1.159
H 2.611 0.186 -0.869
H 2.331 0.812 2.753
H 2.121 -0.914 2.454
H 3.265 0.017 1.698
H -2.294 1.387 -2.509
H -1.011 2.140 -2.883
O -1.513 1.932 -2.137
*
```

=====

[2]
Computed, not measured: C40H36Cl5NOP2Re as an isolated structure, with the ωB97M-V functional and the def2-TZVPD basis.

⟨S²⟩ = 0.756
E_HOMO (alpha / beta) = -13.312 / -13.301 eV

Structure (ORCA input):
```
! wB97M-V def2-TZVPD RIJCOSX def2/J DEFGRID3
* xyz 2 2
Re 0.179 0.944 0.011
C 1.641 2.822 -0.058
C 0.350 3.274 0.274
C -0.542 2.914 -0.802
C 0.229 2.291 -1.834
C 1.578 2.167 -1.330
C 2.786 1.825 -2.138
C -0.146 2.197 -3.276
C -1.986 3.290 -0.880
C -0.033 4.046 1.488
C 2.888 3.030 0.729
H 3.260 2.757 -2.456
H 2.530 1.265 -3.034
H 3.520 1.254 -1.573
H 0.179 3.125 -3.753
H -1.221 2.116 -3.421
H 0.336 1.370 -3.791
H -2.082 4.325 -1.217
H -2.466 3.204 0.096
H -2.525 2.666 -1.590
H 0.046 5.112 1.262
H 0.624 3.835 2.330
H -1.060 3.840 1.785
H 3.384 3.931 0.359
H 3.585 2.201 0.611
H 2.687 3.173 1.789
N 0.163 -2.126 -0.366
P -0.954 -1.236 0.524
C -2.654 -1.373 -0.003
C -3.345 -2.575 0.160
C -4.652 -2.680 -0.284
C -5.277 -1.587 -0.871
C -4.602 -0.382 -1.014
C -3.289 -0.279 -0.585
C -0.896 -1.808 2.214
C 0.205 -2.514 2.699
C 0.278 -2.832 4.046
C -0.736 -2.438 4.908
C -1.839 -1.741 4.426
C -1.927 -1.432 3.080
P 0.844 -0.967 -1.415
C 0.067 -1.328 -3.002
C -1.158 -0.747 -3.317
C -1.876 -1.175 -4.422
C -1.377 -2.198 -5.216
C -0.167 -2.801 -4.896
C 0.553 -2.377 -3.790
C 2.589 -1.400 -1.553
C 3.247 -1.823 -0.396
C 4.605 -2.090 -0.421
C 5.320 -1.932 -1.602
C 4.672 -1.518 -2.757
C 3.312 -1.251 -2.735
H 0.083 -3.109 -0.605
H -2.870 -3.422 0.643
H -5.188 -3.612 -0.163
H -6.301 -1.671 -1.208
H -5.102 0.472 -1.451
H -2.760 0.663 -0.670
H 0.999 -2.817 2.028
H 1.126 -3.389 4.422
H -0.672 -2.682 5.960
H -2.632 -1.444 5.100
H -2.784 -0.885 2.705
H -1.563 0.032 -2.685
H -2.825 -0.715 -4.661
H -1.932 -2.531 -6.082
H 0.215 -3.609 -5.504
H 1.481 -2.875 -3.545
H 2.692 -1.976 0.522
H 5.106 -2.430 0.475
H 6.380 -2.143 -1.624
H 5.225 -1.408 -3.680
H 2.821 -0.931 -3.645
Cl 1.001 0.945 7.131
C 0.446 1.097 5.521
C 1.258 0.701 4.466
Cl 2.825 0.060 4.724
C 0.768 0.825 3.175
Cl 1.715 0.253 1.814
C -0.503 1.292 2.875
O -0.980 1.312 1.635
C -1.303 1.701 3.947
Cl -2.886 2.258 3.590
C -0.836 1.603 5.253
Cl -1.848 2.070 6.546
*
```